Entry 1:
DFT (ωB97M-V with the def2-TZVPD basis set) results for 2 unconnected molecules or ions with the total composition C5H14.

Results
Multiplicity: 1
Lowest unoccupied orbital energy: 1.12 eV
SMILES: CCC.CC
Charge: 0
Orbital gap: 11.9 eV
Energy above the lowest of the compared OMol25 structures with the same formula, charge and spin: 1.801 eV
HOMO: -10.77 eV

Last column: natural (NBO) charge in e.
Atoms and positions in Å:
C 0.223 -2.116 -2.034  -0.60
C -0.455 -2.871 -0.904  -0.61
H 1.068 -2.632 -2.401  0.20
H -0.335 -1.759 -2.871  0.21
H 0.634 -1.188 -1.514  0.19
H -1.158 -3.555 -1.626  0.19
H 0.060 -3.481 -0.207  0.21
H -0.877 -2.026 -0.428  0.21
C 0.669 1.790 1.357  -0.40
C -0.534 2.745 1.577  -0.62
C 0.249 0.738 0.345  -0.64
H 1.569 2.466 1.067  0.20
H 0.926 1.345 2.342  0.20
H -0.850 3.447 0.759  0.21
H -0.832 0.875 0.272  0.22
H -0.299 3.456 2.392  0.21
H -1.477 2.161 1.789  0.20
H 0.629 0.817 -0.660  0.21
H 0.790 -0.212 0.747  0.22



Entry 2:
DFT (ωB97M-V with the def2-TZVPD basis set) results for 6 unconnected molecules or ions with the total composition C17H44BrN12O6.

Results
<S²>: 0.75
Multiplicity: 2
Lowest unoccupied orbital energy (spin up / spin down): 0.37 / 0.37 eV
Charge: 0
Orbital gap (spin up / spin down): 8.6 / 9.0 eV
HOMO (spin up / spin down): -8.22 / -8.66 eV

Last column: Mulliken charge in e.
Atoms and positions in Å:
C 2.792 -1.013 1.383  -1.24
C 2.986 -0.726 -0.115  1.53
C 3.375 -2.050 -0.785  -1.68
C 1.732 -0.236 -0.851  -1.35
C 1.374 1.261 -0.806  1.20
Br 0.891 1.770 -2.692  -0.13
C 0.093 1.587 -0.022  -1.66
C 0.097 1.169 1.456  -0.32
C -0.602 -0.155 1.751  -0.86
N -2.059 -0.069 1.595  -0.49
C 2.510 2.214 -0.369  -2.06
C 3.929 1.675 -0.062  2.18
C 4.299 2.010 1.390  -1.94
C 4.950 2.398 -0.961  -1.86
N 4.095 0.227 -0.340  0.50
O 5.239 -0.224 -0.007  -0.80
H 2.868 -0.132 2.013  0.24
H 3.542 -1.730 1.716  0.26
H 1.815 -1.471 1.530  0.34
H 3.744 -1.869 -1.793  0.44
H 2.498 -2.696 -0.840  0.40
H 4.138 -2.570 -0.211  0.23
H 1.891 -0.502 -1.894  0.10
H 0.879 -0.828 -0.527  0.53
H -0.007 2.674 -0.063  0.45
H -0.781 1.188 -0.538  0.66
H 1.118 1.184 1.848  0.15
H -0.447 1.936 2.014  0.51
H -0.252 -0.957 1.102  0.25
H -0.369 -0.466 2.773  0.27
H -2.346 -0.463 0.704  0.21
H -2.343 0.908 1.565  0.28
H 2.602 2.966 -1.146  0.46
H 2.165 2.747 0.517  0.52
H 5.213 1.500 1.687  0.33
H 4.486 3.086 1.436  0.49
H 3.491 1.806 2.090  0.46
H 4.684 3.448 -1.065  0.46
H 5.945 2.326 -0.523  0.39
H 4.994 1.926 -1.942  0.43
C -4.836 2.482 1.296  0.62
O -3.676 2.849 1.150  -0.68
N -5.140 1.368 2.027  -0.33
N -5.896 3.135 0.749  -0.28
H -6.067 1.015 2.159  0.17
H -4.358 0.881 2.430  0.24
H -5.695 3.946 0.197  0.19
H -6.855 2.841 0.849  0.15
C 6.407 -3.073 2.239  0.59
O 5.240 -3.402 2.090  -0.64
N 7.300 -3.872 2.906  -0.45
N 6.905 -1.900 1.761  -0.27
H 8.263 -3.630 3.041  0.14
H 6.957 -4.742 3.264  0.24
H 6.265 -1.302 1.259  0.32
H 7.858 -1.617 1.881  0.19
C -9.801 3.101 -0.010  0.65
O -8.733 2.508 -0.045  -0.66
N -10.126 3.968 0.993  -0.35
N -10.747 2.937 -0.979  -0.42
H -10.996 4.464 1.034  0.17
H -9.449 4.111 1.719  0.21
H -10.530 2.309 -1.730  0.22
H -11.629 3.412 -0.977  0.16
C -3.800 -2.969 -0.687  0.65
O -3.269 -1.902 -0.940  -0.65
N -5.107 -3.221 -1.003  -0.41
N -3.136 -3.992 -0.072  -0.35
H -5.567 -4.089 -0.805  0.15
H -5.618 -2.484 -1.450  0.22
H -2.178 -3.833 0.178  0.21
H -3.558 -4.874 0.147  0.16
C 2.202 -2.786 -4.500  0.70
O 2.569 -3.945 -4.560  -0.66
N 0.883 -2.433 -4.402  -0.36
N 3.076 -1.733 -4.513  -0.39
H 0.567 -1.483 -4.333  0.17
H 0.210 -3.176 -4.380  0.19
H 4.056 -1.944 -4.550  0.20
H 2.780 -0.776 -4.454  0.17



Entry 3:
DFT (ωB97M-V with the def2-TZVPD basis set) results for a single C4H7FS2 molecule.

Results
Multiplicity: 1
Lowest unoccupied orbital energy: -0.36 eV
SMILES: FCCCSC=S
Charge: 0
Orbital gap: 8.7 eV
Energy above the lowest of the compared OMol25 structures with the same formula, charge and spin: 2.035 eV
HOMO: -9.06 eV

Last column: natural (NBO) charge in e.
Atoms and positions in Å:
C 1.746 -0.943 0.099  0.04
C 0.337 -1.251 -0.182  -0.49
C -0.222 0.151 -0.091  -0.60
C -2.284 1.714 -0.021  -0.55
H 2.078 -0.645 1.145  0.21
H 2.186 -0.066 -0.472  0.19
H 0.008 -1.639 -1.181  0.23
H -0.157 -1.893 0.515  0.23
H 0.165 1.045 -0.611  0.25
H -0.031 0.664 0.991  0.25
H -3.344 1.959 -0.546  0.22
F 2.938 -1.988 0.004  -0.44
S -1.946 0.045 -0.362  0.38
S -1.474 2.848 0.714  0.07



Entry 4:
DFT (ωB97M-V with the def2-TZVPD basis set) results for a molecular structure, C36H34BBrFN6O2Sr.

Results
Multiplicity: 1
Lowest unoccupied orbital energy: 2.20 eV
Charge: -1
Orbital gap: 5.8 eV
Energy above the lowest of the compared OMol25 structures with the same formula, charge and spin: 1.160 eV
HOMO: -3.61 eV

Last column: Mulliken charge in e.
Atoms and positions in Å:
Sr 0.583 -1.020 0.406  1.24
C -4.272 -4.237 -0.776  -0.49
C -3.676 -3.441 -1.752  -0.44
C -2.942 -2.345 -1.362  -0.38
C -2.816 -2.062 0.012  0.29
N -3.376 -2.830 0.947  -0.43
C -4.087 -3.883 0.546  -0.52
N -1.982 -1.016 0.358  -0.56
C -2.110 -0.372 1.489  0.18
N -1.041 0.256 2.021  0.15
C -1.427 0.886 3.168  -0.05
N -0.693 1.488 4.037  -0.78
C 0.695 1.399 3.931  0.35
C 1.459 2.557 4.126  -0.52
C 2.835 2.468 4.079  -0.33
C 3.424 1.228 3.869  -0.60
C 2.589 0.134 3.715  -0.15
N 1.260 0.203 3.740  -0.31
C -2.896 0.750 3.330  0.02
C -3.751 1.278 4.278  -0.22
C -5.100 0.974 4.161  -0.58
C -5.557 0.161 3.124  -0.72
C -4.685 -0.378 2.187  -0.22
C -3.336 -0.077 2.307  0.12
H -4.844 -5.120 -1.029  0.38
H -3.777 -3.683 -2.802  0.41
H -2.438 -1.700 -2.072  0.50
H -4.522 -4.486 1.338  0.41
H 0.949 3.495 4.303  0.49
H 3.446 3.354 4.203  0.38
H 4.497 1.105 3.814  0.42
H 3.008 -0.854 3.552  0.37
H -3.366 1.909 5.068  0.53
H -5.809 1.370 4.877  0.39
H -6.614 -0.062 3.056  0.40
H -5.053 -1.024 1.405  0.47
C 0.964 4.769 0.425  -1.59
C 1.862 3.567 0.446  0.53
C 3.229 3.644 0.226  -0.64
C 4.002 2.495 0.248  -0.81
C 3.357 1.299 0.493  -0.44
Br 4.325 -0.332 0.485  -0.09
N 2.063 1.193 0.710  1.00
C 1.334 2.306 0.688  -0.11
H 1.537 5.691 0.324  0.43
H 0.376 4.831 1.343  0.33
H 0.263 4.716 -0.411  0.27
H 3.694 4.603 0.029  0.40
H 5.067 2.520 0.067  0.49
H 0.271 2.170 0.861  0.45
F 2.754 -7.581 0.932  -0.35
C 2.372 -6.268 0.858  0.66
C 1.726 -5.818 -0.272  -0.80
C 1.349 -4.475 -0.322  0.05
C 1.583 -3.544 0.706  -0.64
C 2.244 -4.096 1.817  -0.28
C 2.645 -5.429 1.916  -0.77
H 1.526 -6.505 -1.087  0.38
H 0.849 -4.156 -1.237  0.27
H 2.474 -3.466 2.677  0.19
H 3.155 -5.816 2.791  0.38
C 0.658 -0.353 -5.400  -2.15
C 0.090 0.561 -4.316  1.74
C -1.324 0.971 -4.707  -2.02
O 0.020 -0.202 -3.106  -0.21
B 1.003 0.192 -2.170  0.10
O 1.675 1.293 -2.735  -0.47
C 1.035 1.748 -3.933  1.70
C 2.111 2.067 -4.961  -1.95
C 0.292 3.036 -3.576  -1.95
H -0.007 -1.210 -5.513  0.49
H 1.639 -0.730 -5.110  0.39
H 0.742 0.151 -6.365  0.33
H -1.914 0.071 -4.886  0.46
H -1.333 1.571 -5.621  0.35
H -1.808 1.535 -3.911  0.36
H 2.740 1.201 -5.158  0.36
H 2.748 2.864 -4.573  0.47
H 1.674 2.408 -5.904  0.34
H -0.432 2.850 -2.782  0.27
H -0.227 3.471 -4.434  0.34
H 1.019 3.760 -3.204  0.51



It is found that the maximum force values, taken in the order of the records, are 0.101, 0.022, 0.120, 0.015 Eh/bohr.